# C8H16Si

A single C8H16Si molecule in a non-equilibrium geometry (ωB97M-V/def2-TZVPD, the Open Molecules 2025 dataset).

XYZ file:
```
25
Properties=species:S:1:pos:R:3:lowdin_charge:R:1
C 1.715 2.395 -0.565 -0.1925
C 0.518 1.750 -1.175 -0.3149
Si -0.092 0.186 -0.299 0.6584
C -1.976 -0.031 -0.496 -0.3159
C -2.642 -0.924 0.518 -0.1774
C 0.709 -1.413 -0.865 -0.2585
C 1.248 -2.039 0.325 -0.1821
C 1.067 -1.394 1.512 -0.1517
C 0.478 -0.015 1.478 -0.2353
H 2.493 1.689 -0.265 0.0672
H 1.513 3.010 0.330 0.0791
H 2.198 3.062 -1.283 0.0665
H -0.312 2.438 -1.205 0.0624
H 0.757 1.449 -2.196 0.0742
H -2.102 -0.459 -1.504 0.0746
H -2.434 0.967 -0.484 0.0679
H -2.577 -0.494 1.506 0.0532
H -2.149 -1.901 0.520 0.0714
H -3.733 -1.062 0.384 0.0748
H -0.099 -1.992 -1.297 0.0753
H 1.484 -1.156 -1.590 0.0818
H 1.722 -3.018 0.315 0.0978
H 1.387 -1.854 2.424 0.0855
H -0.398 0.081 2.129 0.0668
H 1.223 0.724 1.784 0.0716
```

Its spin multiplicity is 1. The value obtained for the energy above the lowest of the compared OMol25 structures with the same formula, charge and spin is 0.493 eV. Its SMILES is CC[Si]1(CC)CC=CC1.